{
  "formula": "CHCeLiO2",
  "method": "wB97M-V/def2-TZVPD",
  "species": ["Ce", "O", "O", "C", "Li", "H"],
  "positions_angstrom": [[-2.183, 1.958, 0.933], [1.510, -1.715, -1.017], [-0.506, 0.575, 0.241], [0.420, -1.423, -0.784], [1.321, 1.086, 0.059], [-0.563, -0.481, 0.568]],
  "spin_multiplicity": 2,
  "e_homo_ev": [-23.9, -23.9],
  "gap_ha": [0.2540, 0.2826],
  "e_lumo_ev": [-17.02, -16.25],
  "s_squared": 0.752,
  "total_charge": 3
}



{
  "formula": "CHCl2O2S",
  "method": "wB97M-V/def2-TZVPD",
  "species": ["Cl", "Cl", "S", "O", "O", "C", "H"],
  "positions_angstrom": [[-0.835, -0.657, 1.867], [1.757, -1.556, 0.785], [-0.424, 0.266, -1.574], [-1.808, -0.168, -1.300], [-0.200, 1.726, -1.471], [0.486, -0.260, 0.736], [1.024, 0.649, 0.958]],
  "e_homo_ev": -3.5,
  "gap_ha": 0.2609,
  "e_lumo_ev": 3.63,
  "total_charge": -1
}



The DFT total energy results, record by record, are as follows: -18247.6017, -41028.8157 eV.
The energy above the lowest of the compared OMol25 structures with the same formula, charge and spin results, record by record, are as follows: 55.05, 72.93 kJ/mol.